Molecular formula: C36H76N4O4
Method: DFT, ωB97M-V with the def2-TZVPD basis set

Last column: Mulliken charge in e.
Geometry (Å):
C 2.996 3.370 2.758  -1.719
C 1.808 4.137 3.438  1.997
C 2.144 4.348 4.986  -1.781
C 1.474 5.449 2.718  -1.392
C 0.092 6.193 2.985  -0.627
C -0.934 5.112 2.678  -0.997
C -0.748 3.833 3.602  0.985
C -1.018 4.180 5.139  -1.660
C -1.758 2.795 3.125  -1.650
N 0.610 3.334 3.310  0.743
O 0.818 1.924 3.634  -0.522
H 2.803 3.202 1.698  -0.102
H 3.964 3.864 2.838  0.586
H 3.112 2.331 3.067  0.485
H 2.011 5.412 5.182  0.357
H 1.628 3.682 5.677  0.308
H 3.198 4.135 5.163  0.451
H 2.314 6.110 2.928  0.461
H 1.575 5.299 1.644  0.310
H 0.036 6.608 3.991  0.280
H 0.279 7.057 2.347  0.466
H -0.913 4.973 1.597  0.310
H -1.853 5.612 2.981  0.444
H -2.001 4.599 5.351  0.380
H -0.231 4.868 5.448  0.414
H -0.862 3.290 5.750  0.337
H -1.599 1.970 3.820  0.461
H -1.564 2.371 2.140  0.099
H -2.794 3.116 3.237  0.413
H 1.205 1.585 2.823  0.231
C -6.537 0.770 -4.767  -1.781
C -5.999 -0.219 -3.638  1.837
C -4.736 0.425 -2.913  -2.102
C -7.178 -0.532 -2.738  -1.123
C -7.198 -1.911 -2.051  -0.874
C -6.902 -3.001 -3.094  -1.083
C -5.516 -2.841 -3.755  1.343
C -4.409 -3.176 -2.688  -1.741
C -5.512 -3.776 -5.032  -1.792
N -5.398 -1.468 -4.229  0.363
O -4.397 -1.395 -5.098  -0.473
H -7.324 1.412 -4.373  0.395
H -5.716 1.426 -5.056  0.359
H -6.761 0.271 -5.710  0.354
H -3.906 0.662 -3.579  0.537
H -4.928 1.350 -2.370  0.489
H -4.389 -0.249 -2.130  0.310
H -7.273 0.120 -1.870  0.341
H -8.143 -0.509 -3.245  0.447
H -6.608 -1.895 -1.135  0.340
H -8.162 -2.157 -1.606  0.432
H -7.684 -3.279 -3.800  0.321
H -7.002 -3.839 -2.405  0.428
H -3.398 -3.175 -3.094  0.410
H -4.535 -4.216 -2.388  0.441
H -4.360 -2.592 -1.769  0.315
H -6.144 -3.469 -5.865  0.405
H -5.727 -4.822 -4.814  0.389
H -4.509 -3.739 -5.455  0.407
H -3.586 -1.279 -4.598  0.309
C 4.740 -5.543 1.400  -2.030
C 4.372 -4.012 1.431  1.339
C 4.677 -3.274 0.101  -1.302
C 2.808 -4.050 1.704  -1.266
C 2.344 -2.662 2.134  0.309
C 3.127 -2.345 3.412  -1.509
C 4.671 -2.191 3.242  1.334
C 5.018 -0.788 2.692  -1.023
C 5.345 -2.209 4.655  -1.987
N 5.168 -3.303 2.529  0.506
O 6.569 -3.442 2.346  -0.486
H 4.796 -6.039 2.369  0.438
H 4.075 -6.170 0.807  0.382
H 5.718 -5.702 0.945  0.417
H 3.965 -3.652 -0.632  0.413
H 4.436 -2.211 0.100  0.011
H 5.708 -3.370 -0.239  0.383
H 2.154 -4.190 0.843  0.500
H 2.546 -4.827 2.422  0.343
H 2.726 -2.027 1.335  -0.438
H 1.266 -2.535 2.232  0.467
H 2.906 -3.066 4.199  0.470
H 2.693 -1.478 3.909  0.462
H 4.280 -0.796 1.891  -0.188
H 5.995 -0.940 2.234  0.420
H 4.723 0.005 3.380  0.433
H 5.259 -3.134 5.225  0.402
H 4.902 -1.370 5.192  0.412
H 6.366 -1.911 4.420  0.476
H 6.824 -4.102 2.995  0.342
C 2.590 1.955 -0.620  -1.635
C 1.243 1.335 -1.336  1.296
C -0.008 1.087 -0.310  -0.586
C 0.873 2.361 -2.433  -1.255
C -0.033 1.852 -3.600  -0.232
C 0.539 0.524 -4.164  -1.433
C 0.876 -0.531 -3.056  1.835
C -0.459 -1.225 -2.696  -1.854
C 1.820 -1.670 -3.735  -2.116
N 1.634 0.093 -1.949  -0.178
O 2.117 -0.867 -1.088  0.162
H 3.379 1.950 -1.372  0.455
H 2.468 2.997 -0.325  0.315
H 2.897 1.328 0.217  0.221
H -0.141 0.026 -0.097  0.233
H 0.284 1.353 0.706  -0.484
H -0.913 1.519 -0.737  0.401
H 0.300 3.155 -1.952  0.417
H 1.714 2.701 -3.037  0.421
H -1.041 1.531 -3.337  -0.143
H -0.022 2.643 -4.350  0.486
H 1.410 0.696 -4.796  0.395
H -0.010 0.011 -4.954  0.535
H -0.502 -1.951 -1.885  0.291
H -0.912 -1.675 -3.579  0.474
H -1.233 -0.598 -2.252  0.301
H 2.807 -1.227 -3.871  0.540
H 1.401 -1.985 -4.690  0.423
H 2.040 -2.548 -3.128  0.302
H 2.847 -1.161 -1.637  0.314

The value obtained for the maximum force is 4.08 eV/A. As for the LUMO energy: 0.506 eV. The value obtained for the electronic energy is -52705.4141 eV. The value obtained for the energy relative to the best compared isomer or geometry (same formula, charge and spin) is 5.0244 eV. Its net charge is 0. The molar mass is 629.028 g/mol.

Molecular formula: C36H76N4O4
Method: DFT, ωB97M-V with the def2-TZVPD basis set

Last column: Mulliken charge in e.
Geometry (Å):
C -2.967 -0.407 10.690  -1.617
C -3.023 -1.863 10.105  1.455
C -1.588 -2.130 9.338  -1.712
C -3.118 -2.980 11.106  -1.208
C -4.433 -3.085 11.913  -0.647
C -5.572 -3.215 10.842  -1.250
C -5.668 -2.031 9.809  1.669
C -6.734 -2.457 8.675  -1.854
C -6.141 -0.686 10.350  -1.564
N -4.247 -2.010 9.192  -0.049
O -4.219 -1.069 8.164  -0.439
H -1.914 -0.148 10.800  0.450
H -3.284 0.376 10.001  0.328
H -3.611 -0.319 11.565  0.310
H -1.592 -3.181 9.050  0.438
H -1.383 -1.606 8.404  0.362
H -0.752 -1.926 10.007  0.411
H -2.959 -3.990 10.728  0.401
H -2.272 -2.776 11.763  0.395
H -4.474 -3.935 12.594  0.383
H -4.611 -2.167 12.473  0.276
H -6.589 -3.339 11.214  0.454
H -5.222 -4.159 10.424  0.341
H -7.620 -2.822 9.194  0.436
H -6.146 -3.106 8.026  0.445
H -7.001 -1.730 7.907  0.391
H -7.200 -0.582 10.117  0.446
H -5.687 0.218 9.944  0.292
H -5.971 -0.615 11.424  0.306
H -4.314 -1.613 7.379  0.352
C 4.713 -1.513 -9.784  -2.045
C 4.132 -1.211 -11.139  1.761
C 5.341 -0.961 -12.126  -1.805
C 3.253 -2.454 -11.521  -1.336
C 2.328 -2.412 -12.739  -0.776
C 1.432 -1.116 -12.602  -1.192
C 2.262 0.161 -12.298  1.570
C 3.039 0.494 -13.596  -1.670
C 1.187 1.208 -12.027  -1.982
N 3.160 -0.089 -11.113  0.066
O 3.809 0.955 -10.631  -0.475
H 5.384 -0.798 -9.308  0.366
H 3.965 -1.591 -8.996  0.518
H 5.048 -2.549 -9.732  0.436
H 5.610 0.044 -12.451  0.394
H 6.286 -1.315 -11.713  0.440
H 5.195 -1.446 -13.091  0.347
H 3.801 -3.356 -11.793  0.363
H 2.796 -2.745 -10.575  0.528
H 3.026 -2.362 -13.575  0.323
H 1.765 -3.329 -12.569  0.408
H 0.604 -1.410 -11.957  0.470
H 1.043 -1.001 -13.614  0.409
H 3.476 1.446 -13.297  0.391
H 2.354 0.844 -14.368  0.430
H 3.867 -0.121 -13.947  0.269
H 0.739 1.073 -11.043  0.459
H 0.435 1.176 -12.816  0.407
H 1.645 2.193 -11.939  0.487
H 2.990 1.323 -10.290  0.439
C 1.765 3.908 3.952  -1.863
C 1.274 5.363 3.695  1.586
C 0.973 6.084 5.079  -1.520
C 2.305 6.044 2.816  -1.274
C 1.885 7.387 2.275  -0.659
C 0.607 7.252 1.462  -1.115
C -0.499 6.578 2.298  1.596
C -1.180 7.575 3.252  -1.791
C -1.493 6.108 1.236  -1.955
N -0.013 5.395 2.996  0.198
O -1.025 4.674 3.604  -0.438
H 1.656 3.299 3.054  0.444
H 2.816 3.627 4.017  0.375
H 1.198 3.448 4.761  0.368
H -0.086 6.172 5.322  0.272
H 1.570 5.699 5.906  0.440
H 1.369 7.099 5.076  0.335
H 3.215 6.254 3.378  0.473
H 2.712 5.427 2.015  0.414
H 1.575 8.031 3.098  0.177
H 2.856 7.745 1.934  0.368
H 0.731 6.762 0.497  0.449
H 0.303 8.291 1.329  0.387
H -1.993 8.167 2.833  0.432
H -0.512 8.307 3.708  0.325
H -1.625 7.025 4.081  0.354
H -2.136 6.909 0.873  0.411
H -2.277 5.465 1.636  0.494
H -1.053 5.689 0.331  0.348
H -1.188 3.991 2.949  0.367
C -1.223 -4.042 -0.724  -1.615
C 0.197 -3.909 -0.166  1.504
C 0.132 -3.966 1.363  -1.837
C 0.934 -5.245 -0.413  -1.225
C 1.287 -5.253 -1.946  -0.720
C 2.062 -4.024 -2.326  -1.215
C 1.326 -2.640 -2.003  1.490
C 2.352 -1.476 -2.204  -1.886
C 0.138 -2.426 -3.066  -1.808
N 0.880 -2.683 -0.637  0.193
O 0.232 -1.381 -0.300  -0.479
H -1.343 -3.932 -1.801  0.321
H -1.878 -4.891 -0.526  0.368
H -1.791 -3.165 -0.415  0.368
H -0.258 -4.938 1.666  0.398
H 1.106 -3.926 1.851  0.455
H -0.453 -3.209 1.886  0.375
H 1.828 -5.234 0.211  0.431
H 0.303 -6.112 -0.214  0.445
H 1.866 -6.166 -2.087  0.407
H 0.314 -5.465 -2.390  0.320
H 2.130 -3.996 -3.413  0.397
H 3.099 -3.910 -2.011  0.458
H 1.991 -0.506 -2.545  0.353
H 3.077 -1.771 -2.962  0.488
H 3.105 -1.353 -1.426  0.450
H -0.608 -1.711 -2.721  0.309
H -0.206 -3.437 -3.281  0.462
H 0.587 -1.809 -3.844  0.484
H 0.711 -0.985 0.432  0.311

The value obtained for the maximum force is 5.91 eV/A. As for the LUMO energy: 0.437 eV. The value obtained for the electronic energy is -52704.7661 eV. The value obtained for the energy relative to the best compared isomer or geometry (same formula, charge and spin) is 5.6725 eV. Its net charge is 0. The molar mass is 629.028 g/mol.